Entry 1:
Formula: C17H25N3O3S
Source: the OMol25 dataset
Level of theory: ωB97M-V with the def2-TZVPD basis set

The geometry in XYZ format:
```
49
Properties=species:S:1:pos:R:3:forces:R:3
C -1.093 -2.943 2.102 -3.212 -0.557 0.463
C -0.524 -1.927 3.069 -1.904 1.190 -3.986
C 0.566 -0.994 2.503 -0.389 2.074 2.679
C 0.930 -0.217 3.830 -0.384 0.442 -2.463
C 0.322 0.067 1.365 0.462 -0.817 0.213
N -0.907 0.893 1.725 -0.568 -2.781 -1.228
C -1.021 2.220 1.210 4.440 -0.155 2.822
S 0.135 3.147 1.951 -0.417 2.223 0.872
N -1.491 2.416 0.024 -2.137 0.762 -2.429
C -1.835 3.641 -0.733 0.703 -1.641 1.703
C -2.108 4.897 -0.217 0.700 0.398 2.916
C -2.340 6.025 -0.995 -0.940 -0.226 2.337
C -2.636 5.933 -2.327 1.502 -2.232 0.617
C -2.329 4.695 -2.858 -0.953 -2.499 -0.191
C -1.976 3.505 -2.055 -0.415 3.028 -3.586
C 0.302 -0.788 0.007 -1.914 0.216 0.270
O -0.670 -0.575 -0.682 -0.916 0.739 -1.526
N 1.152 -1.793 -0.357 2.076 -0.512 2.776
C 1.171 -2.537 -1.668 -0.343 1.234 2.133
C 2.150 -1.883 -2.582 0.612 2.148 0.218
C 2.592 -2.929 -3.485 -2.566 -2.046 -1.054
O 2.474 -4.175 -2.737 -1.175 0.460 -0.523
C 1.777 -3.936 -1.501 1.840 -0.914 -1.661
O 2.863 -4.056 -0.581 -1.889 1.327 1.476
H -2.001 -2.578 1.450 2.041 -0.621 1.106
H -1.436 -3.853 2.679 -0.135 1.025 -0.448
H -0.322 -3.355 1.546 1.401 -0.591 -1.769
H -0.160 -2.464 3.845 1.582 -1.281 2.560
H -1.384 -1.383 3.429 -0.024 0.628 0.354
H 1.418 -1.560 2.207 0.731 -0.606 -0.141
H 1.608 0.551 3.591 0.835 1.293 -0.273
H 0.045 0.249 4.232 -0.247 0.036 0.437
H 1.424 -0.792 4.538 0.505 -1.482 1.415
H 1.187 0.806 1.260 -0.731 -0.971 0.497
H -0.985 0.869 2.751 0.224 0.461 -1.074
H -1.348 1.533 -0.458 -1.052 -0.187 -0.943
H -2.141 4.963 0.913 0.368 0.268 -1.481
H -2.522 6.946 -0.449 0.015 -0.034 -0.091
H -3.142 6.731 -2.759 -0.328 1.160 -1.437
H -2.595 4.461 -3.894 0.333 0.223 0.235
H -1.840 2.603 -2.602 0.151 -0.685 -0.150
H 1.890 -2.060 0.398 -1.598 0.425 -2.377
H 0.144 -2.521 -2.133 0.991 -0.376 0.823
H 3.042 -1.554 -2.074 0.010 0.324 0.847
H 1.721 -0.998 -3.066 0.076 -0.231 -0.065
H 1.844 -2.959 -4.314 0.995 -0.355 -0.015
H 3.592 -2.875 -3.773 1.455 0.289 -0.958
H 1.012 -4.706 -1.430 0.115 -0.217 0.547
H 3.445 -4.741 -0.897 0.073 -0.354 -0.446
```
Positions in Å, forces in eV/Å.

Values from the calculation:
Kohn-Sham gap: 8.012 eV
SMILES: CC[C@H](C)[C@H](NC(=S)Nc1ccccc1)C(=O)N[C@H]1CCO[C@H]1O
LUMO energy: 0.37 eV
Net charge: 0
Calculated total energy: -39479.155 eV

---

Entry 2:
Formula: C30H47N9O3
Source: the OMol25 dataset
Level of theory: ωB97M-V with the def2-TZVPD basis set

The geometry in XYZ format:
```
89
Properties=species:S:1:pos:R:3:forces:R:3
C 13.493 5.811 21.616 0.924 -1.093 1.430
N 12.273 5.975 20.870 0.703 0.868 -1.282
C 11.100 5.555 21.307 -2.165 -0.394 -0.491
C 9.906 5.834 20.560 2.302 -1.444 0.347
C 10.052 6.440 19.314 0.443 0.642 0.744
C 11.304 6.906 18.926 1.191 -0.783 -1.050
C 12.424 6.605 19.683 -1.274 1.398 -0.185
C 8.939 6.554 18.378 -1.854 -0.731 0.091
C 7.693 7.108 18.775 0.659 0.322 -0.917
C 6.559 7.024 17.992 1.200 -0.993 0.188
N 6.655 6.275 16.856 -0.565 0.716 -0.196
C 7.817 5.811 16.413 1.101 0.420 1.196
C 8.997 5.904 17.166 -1.180 0.254 -0.846
C 5.487 6.071 15.974 1.290 -0.175 -0.408
H 13.614 4.760 21.883 -0.135 0.040 0.156
H 13.441 6.404 22.536 0.198 -0.029 -0.295
H 14.355 6.042 21.001 -0.099 0.344 0.076
H 11.094 4.874 22.178 0.001 0.756 -0.400
H 9.066 5.210 20.824 -0.496 0.568 0.170
H 11.480 7.285 17.899 -0.270 0.112 0.942
H 13.394 7.033 19.417 -0.229 -0.620 0.185
H 7.721 7.760 19.612 -0.414 0.209 0.903
H 5.611 7.456 18.293 0.000 -0.126 -0.312
H 7.828 5.397 15.441 -0.087 -0.605 -0.704
H 9.872 5.471 16.722 0.407 -0.135 0.154
H 5.825 5.584 15.071 -0.105 -0.097 -0.071
H 5.044 6.984 15.744 -0.471 1.805 -0.508
H 4.746 5.520 16.447 -1.095 -1.383 1.046
C 10.481 18.693 19.933 -0.105 -0.597 1.070
C 11.770 19.489 20.016 -0.413 0.326 0.124
N 11.936 20.243 18.769 0.193 0.266 -0.141
C 11.136 21.234 18.270 -2.654 1.043 1.688
C 11.581 21.667 17.094 2.211 -1.605 -0.080
N 12.720 20.870 16.874 0.293 1.831 -0.463
C 12.905 20.065 17.897 -0.141 -0.771 -0.107
C 13.697 21.073 15.815 -0.250 -1.013 -1.790
H 9.694 19.464 20.007 -0.133 -0.877 -0.117
H 10.446 18.002 20.829 -0.251 0.851 -0.987
H 10.383 18.082 19.019 0.072 0.388 0.377
H 12.678 18.901 20.203 -0.271 0.250 -0.158
H 11.632 20.251 20.795 0.442 -0.367 0.006
H 10.246 21.633 18.783 0.745 -0.529 -0.079
H 11.329 22.445 16.428 -0.430 0.538 -0.407
H 13.591 19.242 17.951 0.476 0.181 0.008
H 13.207 20.643 14.898 0.675 0.751 0.539
H 14.527 20.393 16.036 0.065 0.525 -0.107
H 14.040 22.126 15.616 -0.574 -1.086 0.672
C 13.295 13.533 5.934 -1.379 -0.948 1.649
C 14.665 13.815 5.551 3.103 -1.393 0.111
N 15.172 15.178 5.379 -2.577 1.349 -0.027
C 16.485 15.499 5.463 -0.316 0.450 -0.862
C 16.591 16.778 5.039 0.232 0.487 0.156
N 15.336 17.262 4.709 -1.055 -0.800 1.212
C 14.429 16.269 5.015 2.708 -0.908 -0.567
C 14.912 18.669 4.497 0.940 0.038 1.456
H 13.106 13.765 7.005 0.103 -0.442 -0.642
H 13.130 12.449 5.726 0.228 0.688 0.696
H 12.534 14.009 5.372 -0.663 0.825 -0.875
H 14.925 13.281 4.651 -0.131 0.084 -0.816
H 15.402 13.336 6.237 -0.860 0.266 0.097
H 17.263 14.794 5.672 -0.031 -0.208 0.266
H 17.520 17.315 5.066 -0.194 0.592 -0.452
H 13.353 16.262 4.854 0.458 0.151 0.081
H 15.634 19.220 3.914 0.313 -0.196 -0.254
H 14.868 19.174 5.503 -0.330 -0.502 -1.088
H 13.985 18.667 3.963 -0.595 0.054 -0.033
C 23.616 21.809 9.576 -0.890 0.949 1.319
C 24.879 21.212 10.129 0.052 -1.717 -0.449
N 24.638 20.084 11.122 2.159 0.664 1.554
C 25.613 19.831 12.172 -2.261 -0.290 -1.652
C 25.070 18.892 12.987 -0.513 0.408 -0.626
N 23.846 18.564 12.452 -1.109 1.696 -1.659
C 23.574 19.356 11.363 1.806 -0.520 1.144
C 22.913 17.588 12.909 -1.796 -1.071 -1.274
H 23.844 22.426 8.718 0.075 -0.072 -0.281
H 23.149 22.509 10.325 0.289 -0.788 -0.632
H 22.878 21.049 9.301 0.186 0.178 -0.185
H 25.487 21.878 10.697 0.290 0.813 0.159
H 25.493 20.820 9.295 -0.244 -0.094 0.602
H 26.520 20.358 12.117 0.917 0.385 0.329
H 25.295 18.509 13.966 0.602 -0.165 -0.126
H 22.697 19.492 10.782 -0.787 -0.625 -0.067
H 23.078 17.321 13.902 0.509 -0.228 1.724
H 22.985 16.651 12.318 -0.011 0.627 0.204
H 21.863 17.961 12.852 0.860 -0.138 -0.109
N 14.701 10.297 8.027 -0.261 -3.655 0.965
O 15.168 9.624 8.954 1.228 0.478 1.640
O 15.038 11.441 7.826 0.625 3.065 -0.667
O 13.904 9.686 7.324 -1.606 0.563 -2.032
```
Positions in Å, forces in eV/Å.

Values from the calculation:
Kohn-Sham gap: 1.137 eV
LUMO energy: -9.36 eV
Net charge: +4
Calculated total energy: -51386.633 eV

---

Entry 3:
Formula: C23H26N2O4PdS3Se2
Source: the OMol25 dataset
Level of theory: ωB97M-V with the def2-TZVPD basis set

The geometry in XYZ format:
```
61
Properties=species:S:1:pos:R:3:forces:R:3
Pd 1.828 -1.502 0.125 0.084 0.176 0.232
O 3.359 -4.811 -0.683 -0.004 -0.009 0.011
C 3.523 -5.078 -2.065 -0.004 0.008 -0.030
C 2.991 -3.886 -2.854 -0.031 0.027 0.028
C 3.191 -4.235 -4.338 -0.011 0.027 0.007
O 2.722 -3.153 -5.120 0.004 -0.006 0.008
C 1.473 -3.707 -2.656 0.068 0.078 -0.011
Se 0.747 -3.486 -0.862 -0.039 -0.119 -0.021
C 3.819 -2.614 -2.593 -0.072 0.040 -0.027
Se 4.100 -2.023 -0.760 0.075 -0.053 -0.023
H 3.694 -5.545 -0.157 0.003 0.000 0.005
H 2.972 -5.979 -2.355 -0.001 0.001 0.011
H 4.582 -5.229 -2.307 -0.001 0.006 0.009
H 2.639 -5.155 -4.567 0.000 -0.002 -0.001
H 4.256 -4.419 -4.521 0.001 -0.002 0.002
H 2.840 -3.357 -6.052 -0.001 0.002 -0.002
H 0.962 -4.573 -3.076 0.015 -0.010 0.006
H 1.142 -2.825 -3.206 0.016 0.011 0.011
H 3.352 -1.768 -3.099 -0.018 -0.016 0.005
H 4.814 -2.746 -3.019 -0.006 -0.031 -0.002
S -2.160 -1.204 5.161 -0.022 -0.004 -0.034
C -0.788 -0.791 4.342 0.057 -0.084 0.092
S 0.422 -1.928 3.810 -0.018 0.035 -0.021
C 1.330 -0.632 3.082 -0.031 -0.043 0.020
N 0.806 0.529 3.240 0.021 -0.005 -0.038
N -0.364 0.436 3.955 -0.044 0.045 -0.042
C -1.131 1.637 4.084 0.052 -0.020 -0.029
C -1.533 2.078 5.332 -0.029 0.021 0.025
C -2.265 3.253 5.423 0.008 -0.003 -0.004
C -2.579 3.973 4.278 0.004 0.003 -0.003
C -2.165 3.517 3.033 0.004 -0.012 0.003
C -1.443 2.339 2.932 0.001 0.021 0.013
S 2.806 -0.937 2.203 0.004 -0.082 -0.053
H -1.287 1.504 6.214 0.007 0.004 -0.020
H -2.588 3.605 6.393 -0.003 0.008 -0.004
H -3.147 4.891 4.357 -0.003 -0.002 0.001
H -2.405 4.070 2.134 -0.011 0.002 0.000
H -1.120 1.957 1.973 -0.007 -0.003 -0.031
C -3.754 4.547 -1.144 0.000 0.003 0.002
C -2.794 3.397 -1.005 -0.004 0.008 0.017
C -1.449 3.618 -0.741 -0.006 0.002 0.003
C -0.553 2.565 -0.586 -0.020 -0.019 -0.012
C 0.896 2.827 -0.275 0.031 0.040 -0.023
C -1.040 1.263 -0.691 0.011 -0.007 0.020
C -2.389 1.007 -0.940 -0.001 -0.004 0.015
C -2.903 -0.406 -1.010 -0.025 0.002 0.001
C -3.246 2.085 -1.106 0.003 -0.014 -0.003
C -0.098 0.128 -0.449 0.002 -0.030 -0.041
O -0.257 -0.608 0.556 -0.012 0.034 0.013
O 0.879 -0.051 -1.244 -0.051 -0.033 -0.102
H -3.225 5.489 -1.282 0.002 0.002 -0.003
H -4.378 4.642 -0.252 0.002 -0.006 0.000
H -4.423 4.403 -1.994 0.000 -0.001 0.000
H -1.084 4.636 -0.648 0.003 0.007 -0.004
H 1.052 3.875 -0.022 -0.008 0.003 0.001
H 1.525 2.577 -1.130 0.004 -0.003 0.016
H 1.238 2.221 0.568 -0.008 -0.003 0.016
H -2.299 -1.013 -1.688 0.002 -0.004 0.005
H -3.934 -0.426 -1.363 0.001 0.010 -0.006
H -2.863 -0.879 -0.028 0.003 0.002 -0.005
H -4.296 1.898 -1.309 0.001 0.002 0.001
```
Positions in Å, forces in eV/Å.

Values from the calculation:
Multiplicity: 5
Kohn-Sham gap (spin up / spin down): 7.141 / 4.872 eV
LUMO energy (spin up / spin down): -0.14 / -2.52 eV
Net charge: 0
Calculated total energy: -202119.589 eV

---

Entry 4:
Formula: C27H21N5NiO3S3Sb
Source: the OMol25 dataset
Level of theory: ωB97M-V with the def2-TZVPD basis set

The geometry in XYZ format:
```
61
Properties=species:S:1:pos:R:3:forces:R:3
Ni -0.572 1.506 -1.586 0.057 -0.229 -0.223
O -2.758 -0.357 -4.559 0.185 0.052 0.135
C -2.272 0.204 -3.551 -0.327 -0.044 -0.123
N -1.024 0.341 -3.187 -0.027 0.072 0.217
C 0.020 -0.082 -4.055 0.208 0.036 0.041
C 1.351 0.447 -3.551 -0.196 -0.038 0.119
C 2.513 0.284 -4.289 0.141 -0.031 -0.082
C 3.699 0.812 -3.809 -0.038 -0.020 -0.058
C 3.699 1.482 -2.598 -0.036 0.016 0.069
C 2.505 1.588 -1.906 -0.079 -0.010 -0.144
N 1.363 1.083 -2.378 0.125 0.101 0.041
C -3.213 0.867 -2.556 0.148 0.020 -0.050
C -4.581 0.675 -2.642 -0.107 0.002 -0.014
C -5.397 1.276 -1.701 0.032 0.031 0.036
C -4.822 2.064 -0.713 0.010 -0.024 -0.032
C -3.445 2.213 -0.706 -0.014 0.064 -0.062
N -2.664 1.633 -1.610 -0.215 -0.229 0.198
H -0.134 0.274 -5.080 -0.015 0.042 -0.097
H 0.083 -1.175 -4.125 0.026 -0.110 -0.010
H 2.471 -0.233 -5.242 0.007 0.015 0.038
H 4.612 0.716 -4.386 0.012 -0.008 0.001
H 4.593 1.941 -2.197 -0.016 -0.020 -0.005
H 2.434 2.107 -0.959 -0.025 -0.007 0.025
H -4.956 0.049 -3.441 0.024 0.026 0.036
H -6.471 1.128 -1.730 0.002 0.011 -0.002
H -5.421 2.548 0.049 0.013 -0.014 -0.029
H -2.929 2.809 0.038 0.014 -0.015 0.011
S 2.348 5.496 -1.677 -0.081 0.090 0.069
Sb 0.176 4.734 -1.495 0.242 -0.228 -0.162
S -0.556 3.543 -3.365 -0.008 0.156 0.250
S -0.034 3.082 0.192 -0.063 0.237 -0.125
O -2.757 -0.769 0.093 0.137 -0.114 -0.063
C -1.586 -0.823 0.426 -0.036 0.439 0.231
N -1.175 -1.610 1.522 0.058 -0.217 -0.174
C 0.183 -1.283 1.885 0.115 -0.214 -0.203
C 0.585 -0.425 0.633 -0.124 0.397 0.181
O 1.729 -0.029 0.499 0.012 -0.163 -0.132
N -0.512 -0.143 -0.109 0.067 -0.311 -0.004
C 0.220 -0.420 3.142 0.045 0.015 0.086
C 0.254 0.970 3.056 -0.017 0.044 -0.027
C 0.191 1.745 4.210 -0.007 -0.057 0.019
C 0.096 1.144 5.459 0.021 -0.081 -0.088
C 0.068 -0.244 5.552 0.004 0.055 -0.065
C 0.135 -1.017 4.400 -0.013 0.031 -0.030
C 1.095 -2.504 1.979 -0.081 0.150 0.020
C 2.412 -2.363 2.419 0.013 0.043 -0.007
C 3.265 -3.457 2.463 -0.051 0.012 -0.022
C 2.816 -4.715 2.068 -0.025 0.071 0.015
C 1.511 -4.860 1.623 -0.033 0.090 0.004
C 0.658 -3.760 1.576 0.017 -0.096 0.005
H -1.870 -1.736 2.239 -0.065 0.054 0.042
H 0.331 1.461 2.088 0.011 -0.046 0.208
H 0.218 2.825 4.119 -0.003 -0.056 -0.018
H 0.050 1.752 6.355 -0.004 -0.003 -0.004
H 0.000 -0.725 6.522 0.006 0.013 -0.028
H 0.129 -2.100 4.476 -0.001 0.022 -0.003
H 2.769 -1.381 2.706 -0.031 -0.055 -0.019
H 4.289 -3.327 2.797 -0.047 0.001 -0.009
H 3.483 -5.569 2.100 -0.003 0.013 0.001
H 1.153 -5.832 1.301 -0.002 0.023 0.007
H -0.357 -3.862 1.213 0.040 -0.004 0.012
```
Positions in Å, forces in eV/Å.

Values from the calculation:
Multiplicity: 4
Kohn-Sham gap (spin up / spin down): 5.664 / 6.130 eV
LUMO energy (spin up / spin down): 4.32 / 4.18 eV
Net charge: -2
Calculated total energy: -122026.523 eV